ORCA calculation (the ωB97M-V functional and the def2-TZVPD basis) on a molecular structure, C14H28O28S7 at a distorted geometry.

The geometry in XYZ format:
```
77
Properties=species:S:1:pos:R:3:forces:R:3:mulliken_charge:R:1
C -1.857 -1.707 2.946 -2.0 -0.4 0.1 0.716
C -2.815 -2.626 2.093 2.0 0.1 0.2 -0.365
O -3.582 -1.729 1.324 -0.5 0.7 0.0 -0.329
S -3.811 -0.319 2.092 0.0 -3.1 -0.6 0.975
O -5.041 -0.455 2.763 -0.7 0.8 0.6 -0.611
O -3.549 0.689 1.155 -0.2 1.5 -0.9 -0.339
O -2.621 -0.466 3.049 1.0 0.4 1.0 -0.398
H -0.977 -1.520 2.405 1.3 0.4 -0.4 -0.740
H -1.688 -1.984 3.991 0.1 -0.4 -0.5 0.384
H -3.355 -3.265 2.771 -0.8 -0.2 -0.1 0.362
H -2.250 -3.201 1.336 -0.2 0.0 0.8 0.235
C 2.651 -0.591 -5.650 1.4 0.3 0.4 -0.298
C 2.742 -0.762 -4.104 1.4 -0.7 -1.9 -0.231
O 4.078 -1.374 -3.953 -1.0 -0.2 -0.6 -0.371
S 4.164 -2.538 -5.115 -1.2 0.0 1.6 1.157
O 3.353 -3.688 -4.691 1.8 2.3 -1.1 -0.549
O 5.535 -2.589 -5.465 0.0 -0.9 0.0 -0.536
O 3.436 -1.692 -6.256 -1.2 0.0 0.8 -0.320
H 3.248 0.299 -5.934 -0.6 -0.3 0.1 0.267
H 1.637 -0.525 -6.022 0.0 -0.4 -0.2 0.343
H 2.048 -1.464 -3.708 -0.8 -0.3 0.3 0.222
H 2.686 0.222 -3.671 0.3 0.1 0.6 0.313
C -3.928 -0.598 -2.009 -1.4 -0.3 0.8 0.536
C -4.488 -1.910 -2.599 -0.1 1.4 -0.5 -0.289
O -4.473 -1.670 -4.022 0.4 0.5 -0.8 -0.376
S -3.819 -0.235 -4.350 -2.2 1.1 0.3 1.144
O -4.843 0.783 -4.300 0.6 -1.0 -0.5 -0.597
O -2.952 -0.299 -5.459 0.4 -0.4 0.0 -0.555
O -3.062 -0.106 -2.980 1.7 0.3 -1.1 -0.140
H -3.311 -0.797 -1.167 0.1 0.0 1.0 -0.687
H -4.724 0.158 -1.839 0.4 -0.6 0.2 0.391
H -5.520 -2.076 -2.334 -0.1 -0.3 0.3 0.325
H -3.814 -2.718 -2.427 0.2 -0.7 0.3 0.307
C -2.432 3.454 0.363 0.1 -0.4 -1.2 0.221
C -3.568 4.070 1.113 0.3 -0.5 0.3 -0.347
O -2.954 5.212 1.728 0.2 0.3 0.5 -0.390
S -1.448 4.881 2.156 -1.0 -1.7 1.3 1.136
O -1.437 4.498 3.569 0.6 1.2 -2.6 -0.588
O -0.607 5.858 1.549 0.1 0.1 0.9 -0.583
O -1.332 3.527 1.297 -0.2 -0.3 0.1 -0.011
H -2.178 4.048 -0.528 0.0 -0.1 0.2 0.240
H -2.680 2.418 0.037 0.7 0.7 0.6 -0.234
H -3.940 3.341 1.847 -0.1 0.5 0.0 0.276
H -4.322 4.436 0.448 -0.6 0.2 -0.2 0.367
C 3.669 4.494 2.266 1.2 -1.2 0.7 -0.308
C 2.248 4.847 2.526 -1.0 -0.8 0.5 -0.431
O 1.494 3.595 2.169 1.0 1.2 0.8 -0.180
S 2.176 2.974 0.899 1.7 0.3 2.1 1.183
O 1.565 3.542 -0.236 0.0 -0.4 -1.2 -0.633
O 2.311 1.572 1.162 -0.2 0.7 -1.0 -0.471
O 3.679 3.682 1.107 -1.8 -1.1 -1.4 -0.375
H 4.069 3.844 3.066 -0.2 0.5 0.0 0.266
H 4.375 5.299 2.080 -0.3 0.3 0.1 0.280
H 1.865 5.626 1.901 -0.2 0.5 -0.3 0.329
H 2.057 5.024 3.586 -0.2 0.0 -0.3 0.331
C 4.038 -4.148 2.351 -1.0 -1.0 0.6 -0.269
C 3.864 -4.083 3.913 1.2 0.3 -1.5 -0.542
O 3.106 -2.931 4.174 -1.2 0.8 -1.2 -0.377
S 1.938 -2.824 2.980 0.8 1.0 1.3 1.194
O 1.715 -1.417 2.702 0.4 -2.2 0.1 -0.405
O 0.843 -3.647 3.415 0.7 0.5 -0.8 -0.626
O 2.825 -3.530 1.841 -0.6 0.8 0.6 -0.271
H 3.923 -5.195 2.020 0.6 0.4 0.2 0.259
H 4.899 -3.676 1.891 0.0 0.2 0.2 0.291
H 4.797 -4.058 4.477 -0.1 0.3 -0.2 0.339
H 3.332 -4.952 4.172 -0.8 -1.2 0.7 0.355
C 1.217 -0.205 -0.735 -1.5 0.8 -0.3 -0.269
C -0.104 0.048 0.130 1.1 1.5 -0.2 -0.094
O -1.016 -0.983 -0.154 0.0 -1.7 -0.9 0.000
S -0.249 -2.189 -0.980 -0.1 1.0 2.3 0.768
O -1.127 -2.640 -1.996 0.1 -0.7 0.5 -0.571
O 0.442 -2.984 0.009 -1.3 -0.1 -1.1 -0.485
O 0.788 -1.257 -1.614 1.0 0.4 -1.5 -0.190
H 2.080 -0.522 -0.182 0.2 -0.1 0.4 0.315
H 1.457 0.643 -1.415 -0.2 -0.5 0.8 0.320
H -0.603 1.002 -0.161 0.5 -0.6 0.2 -0.057
H 0.129 0.062 1.189 0.1 0.0 0.1 0.287
```
Positions in Å, forces in eV/Å.

The LUMO energy is 0.169 eV. The total energy is -5444.093325 Eh. The HOMO-LUMO gap comes out at 11.14 eV. The calculation puts the strongest force on any atom at 3.17 eV Å⁻¹. The calculation puts the relative energy (zero: lowest compared OMol25 entry of this formula, charge and spin) at 101.3 kJ/mol.